[1]
DFT (ωB97M-V/def2-TZVPD) results for a cluster of 2 separate species, CHClF2O in total.

Total energy ... -21057.937 eV
Gap between HOMO and LUMO ... 12.473 eV
SMILES ... O=C(F)Cl.F
HOMO energy ... -11.965 eV

Geometry as ORCA input:
```
! RIJCOSX wB97M-V def2-TZVPD def2/J DEFGRID3
* xyz 0 1
O -1.1204 -0.9996 -0.2761
C -2.1811 -0.5582 0.0051
F -3.3262 -1.2728 0.2436
Cl -2.5642 1.1654 -0.0018
F 0.6969 0.9791 0.3588
H 1.3114 0.1999 0.2538
*
```



[2]
DFT (ωB97M-V/def2-TZVPD) results for a cluster of 10 separate species, C40H100O20 in total.

Total energy ... -84036.090 eV
Gap between HOMO and LUMO ... 9.801 eV
SMILES ... COCCOC.COCCOC.COCCOC.COCCOC.COCCOC.COCCOC.COCCOC.COCCOC.COCCOC.COCCOC
HOMO energy ... -9.180 eV

Geometry as ORCA input:
```
! RIJCOSX wB97M-V def2-TZVPD def2/J DEFGRID3
* xyz 0 1
C -1.6875 1.3442 -7.8785
O -1.8159 0.4225 -6.8169
C -0.7887 0.5220 -5.7994
C -0.9809 -0.4426 -4.6652
O -1.8724 0.1974 -3.7631
C -2.1891 -0.4191 -2.5299
H -0.7197 1.3000 -8.3779
H -1.5967 2.3643 -7.5054
H -2.4706 1.2768 -8.6337
H -0.5507 1.5132 -5.4134
H 0.1449 0.3126 -6.3216
H -0.0036 -0.7353 -4.2815
H -1.5083 -1.3641 -4.9116
H -1.2455 -0.7348 -2.0849
H -2.9006 -1.2212 -2.7260
H -2.7773 0.2596 -1.9121
C 2.8790 -4.2962 2.4700
O 2.5689 -2.9615 2.8042
C 3.6572 -2.2873 3.4614
C 4.5963 -1.5113 2.4548
O 5.1696 -2.3069 1.4022
C 6.1985 -1.8513 0.5780
H 3.7723 -4.3369 1.8468
H 2.1163 -4.7708 1.8526
H 3.0059 -4.9573 3.3273
H 4.1583 -2.9838 4.1336
H 3.1336 -1.5672 4.0903
H 5.4545 -1.1262 3.0055
H 4.0719 -0.7077 1.9377
H 6.1721 -2.5088 -0.2910
H 7.1797 -1.8247 1.0519
H 5.8671 -0.8762 0.2210
C 6.1634 -4.4777 -2.8817
O 4.9728 -3.7928 -2.9080
C 5.0253 -2.4275 -3.2099
C 3.6231 -1.8025 -3.2018
O 3.6946 -0.3628 -3.3727
C 4.1916 0.1241 -4.6162
H 6.0695 -5.5406 -2.6593
H 6.8768 -4.0274 -2.1916
H 6.6656 -4.3689 -3.8430
H 5.5814 -2.2519 -4.1307
H 5.6748 -1.8604 -2.5431
H 3.2263 -2.0427 -2.2154
H 2.9377 -2.3408 -3.8565
H 4.3148 1.2045 -4.5415
H 3.5973 -0.1786 -5.4783
H 5.2169 -0.2250 -4.7384
C 1.6680 1.6972 3.1954
O 2.9990 2.2240 3.3347
C 3.5642 2.7663 2.0970
C 5.0891 2.8456 2.0658
O 5.6005 1.4965 1.8999
C 7.0010 1.5499 1.8387
H 1.3147 1.7194 4.2263
H 1.5019 0.6912 2.8101
H 1.0528 2.3692 2.5970
H 3.1319 3.7200 1.7942
H 3.2789 2.0992 1.2836
H 5.5914 3.3456 2.8939
H 5.4076 3.4907 1.2469
H 7.3708 2.5279 2.1470
H 7.3534 1.4483 0.8123
H 7.3359 0.7478 2.4965
C 0.6866 -3.8488 -2.4609
O -0.5618 -4.4643 -2.3952
C -0.6788 -5.8119 -1.9897
C -0.3043 -6.8393 -3.0094
O -1.3822 -6.9588 -4.0257
C -1.6376 -5.7859 -4.8354
H 0.4447 -2.8285 -2.7586
H 1.3530 -4.2174 -3.2407
H 1.1740 -3.7266 -1.4937
H -1.7150 -5.9605 -1.6857
H -0.0774 -6.0210 -1.1051
H -0.2420 -7.7863 -2.4732
H 0.6595 -6.6976 -3.4985
H -2.2329 -5.0250 -4.3307
H -2.1783 -6.1110 -5.7242
H -0.7650 -5.2953 -5.2667
C 1.6449 -1.2135 0.1171
O 0.3369 -1.7367 -0.1566
C -0.1691 -2.5041 0.9113
C -1.6606 -2.5501 0.7549
O -2.2418 -1.2316 0.5785
C -2.6066 -0.6895 1.8090
H 1.7163 -0.6063 1.0195
H 1.8927 -0.5205 -0.6870
H 2.3540 -2.0368 0.2027
H 0.0593 -2.1244 1.9072
H 0.2286 -3.5186 0.9377
H -2.1274 -3.1547 1.5325
H -1.7549 -3.0626 -0.2025
H -1.8021 -0.5401 2.5292
H -3.2997 -1.3674 2.3070
H -3.1312 0.2592 1.6960
C -5.5107 1.7969 1.1966
O -4.8472 2.5923 2.1597
C -5.5186 2.7460 3.3754
C -4.5565 3.3081 4.4583
O -3.3738 2.5671 4.8317
C -2.3589 2.4553 3.8449
H -5.4779 0.7359 1.4441
H -5.0054 1.9428 0.2419
H -6.5371 2.1428 1.0749
H -5.9991 1.8396 3.7438
H -6.3327 3.4532 3.2168
H -5.1572 3.4072 5.3624
H -4.2878 4.3448 4.2554
H -2.6988 1.9547 2.9383
H -1.5068 1.8779 4.2036
H -2.0129 3.4483 3.5580
C 1.8243 3.1709 -6.4081
O 1.8273 3.6837 -5.0444
C 3.1105 4.1228 -4.5776
C 2.8419 4.4424 -3.0865
O 3.0038 3.3116 -2.2392
C 2.0869 2.2787 -2.4437
H 0.8067 3.0509 -6.7797
H 2.3119 2.1968 -6.4463
H 2.3998 3.8090 -7.0788
H 3.3830 4.9729 -5.2030
H 3.7676 3.2600 -4.6870
H 1.9052 4.9491 -2.8543
H 3.6448 5.0779 -2.7129
H 1.0703 2.6681 -2.4997
H 2.0749 1.5623 -1.6222
H 2.3673 1.7618 -3.3614
C -9.5486 -1.9756 7.9364
O -8.2442 -1.4152 7.6336
C -8.1045 -0.7545 6.3669
C -6.7377 -0.1537 6.1690
O -5.6883 -1.0624 5.8960
C -4.4923 -0.5597 5.4303
H -10.3380 -1.2949 7.6175
H -9.6249 -2.3475 8.9581
H -9.6991 -2.8259 7.2713
H -8.9092 -0.0326 6.2280
H -8.3534 -1.5472 5.6614
H -6.4283 0.3822 7.0664
H -6.8145 0.5777 5.3645
H -3.7404 -1.3302 5.2597
H -4.0891 0.1438 6.1587
H -4.6595 -0.0234 4.4963
C -0.8046 1.8973 0.0645
O -1.1010 3.0812 0.8111
C -1.9680 3.9527 0.1258
C -2.4794 5.0137 1.1746
O -1.4362 5.7249 1.8377
C -1.8363 6.5339 2.9133
H -0.3100 2.0609 -0.8929
H -1.6365 1.1973 -0.0131
H -0.0841 1.3827 0.7002
H -2.7924 3.4134 -0.3408
H -1.4431 4.3826 -0.7273
H -3.1597 4.4727 1.8323
H -3.0136 5.7772 0.6090
H -0.9789 6.9828 3.4147
H -2.4287 5.9715 3.6350
H -2.4140 7.3290 2.4420
*
```



[3]
DFT (ωB97M-V/def2-TZVPD) results for a structure of composition C11H23N6O2Pd.

Total energy ... -28292.222 eV
Gap between HOMO and LUMO ... 8.602 eV
HOMO energy ... -11.283 eV

Geometry as ORCA input:
```
! RIJCOSX wB97M-V def2-TZVPD def2/J DEFGRID3
* xyz 1 1
Pd -0.1828 0.2250 -0.0203
N -0.0320 1.8279 -1.3229
C -0.4741 3.0378 -0.5782
C -1.6517 2.6410 0.3091
N -1.1966 1.5545 1.2236
C -2.3372 0.7688 1.7535
C -1.7944 -0.5035 2.3858
N -0.9415 -1.1954 1.3847
C -0.3614 2.1341 2.3335
C 0.9402 1.3889 2.6745
N 1.6860 1.0669 1.4700
H -0.6050 1.6648 -2.1459
H 0.9470 1.8668 -1.6227
H 0.3692 3.3756 0.0251
H -0.7445 3.8633 -1.2403
H -2.0643 3.4894 0.8647
H -2.4517 2.2326 -0.3122
H -2.9334 1.3596 2.4578
H -2.9782 0.5104 0.9075
H -1.1899 -0.2658 3.2601
H -2.6189 -1.1312 2.7325
H -0.3135 -1.8679 1.8099
H -1.4830 -1.7189 0.6903
H -0.1116 3.1575 2.0555
H -0.9929 2.2071 3.2229
H 1.4924 2.0123 3.3875
H 0.7197 0.4506 3.1829
H 2.1479 1.8612 1.0394
H 2.4131 0.3781 1.6186
C 0.1931 -4.2959 -2.8835
N 0.8568 -3.0608 -2.4841
C 2.1129 -2.7501 -2.9168
C 2.7237 -1.6067 -2.5662
C 2.0258 -0.6690 -1.7157
O 2.4863 0.4301 -1.3762
N 0.7630 -1.0348 -1.3022
C 0.1622 -2.2098 -1.6447
O -0.9592 -2.5294 -1.2315
H 0.8626 -4.8465 -3.5392
H -0.7336 -4.0719 -3.4092
H -0.0414 -4.8990 -2.0081
H 2.5765 -3.4865 -3.5575
H 3.7145 -1.3616 -2.9120
*
```



[4]
DFT (ωB97M-V/def2-TZVPD) results for the molecule C4H3Cl2N.

Total energy ... -30729.690 eV
Gap between HOMO and LUMO ... 9.627 eV
SMILES ... CC(C#N)=C(Cl)Cl
HOMO energy ... -9.805 eV

Geometry as ORCA input:
```
! RIJCOSX wB97M-V def2-TZVPD def2/J DEFGRID3
* xyz 0 1
C 0.9964 -0.7180 -0.3539
C -0.2830 0.0571 0.0984
C -1.4493 -0.7646 0.0650
N -2.3294 -1.4654 -0.1803
C -0.2975 1.3621 0.5168
Cl -1.7830 2.0986 0.9775
Cl 1.0571 2.4212 0.3219
H 1.5611 -1.3751 0.4953
H 1.8482 0.0218 -0.7856
H 0.6792 -1.6377 -1.1551
*
```



[5]
DFT (ωB97M-V/def2-TZVPD) results for a cluster of 15 separate species, C75H175N5O15 in total.

Total energy ... -118766.241 eV
Gap between HOMO and LUMO ... 8.441 eV
HOMO energy ... -7.997 eV

Geometry as ORCA input:
```
! RIJCOSX wB97M-V def2-TZVPD def2/J DEFGRID3
* xyz 0 1
C 3.1604 3.4098 9.0418
C 3.6416 2.1865 8.2906
C 2.7813 0.9799 8.5857
O 3.4831 2.4340 6.8744
H 3.7956 4.2929 8.9729
H 3.0612 3.1544 10.0968
H 2.1728 3.6741 8.6640
H 4.6786 1.9997 8.5698
H 2.4061 0.9422 9.6084
H 3.4067 0.0956 8.4632
H 1.9239 0.8591 7.9236
H 3.5691 1.5959 6.4143
C 1.6788 5.2123 4.0713
C 1.4407 3.7569 4.3230
C 2.4744 2.8099 3.8101
O 1.0982 3.6028 5.6205
H 2.6845 5.5256 4.3517
H 0.9353 5.7206 4.6852
H 1.5222 5.4072 3.0104
H 0.5752 3.5736 3.6864
H 2.6420 3.1426 2.7857
H 2.1136 1.7831 3.7508
H 3.3794 2.8967 4.4114
H 1.9086 3.4636 6.1160
C 2.3372 -2.6521 4.6492
C 1.9641 -1.1971 4.8515
C 0.4972 -0.9881 5.3015
O 2.8585 -0.7235 5.8906
H 2.0152 -2.9956 3.6661
H 1.7625 -3.2276 5.3749
H 3.3774 -2.9074 4.8513
H 2.2737 -0.5741 4.0124
H 0.2188 -1.3789 6.2802
H -0.1006 -1.4603 4.5220
H 0.3091 0.0837 5.3651
H 2.6648 -1.1975 6.7026
C 6.0900 -0.1395 2.6889
C 5.4307 -0.3356 1.2846
C 6.2904 -1.3933 0.5298
O 4.1799 -0.9088 1.5608
H 6.8296 -0.8825 2.9872
H 5.3829 -0.0767 3.5160
H 6.6883 0.7713 2.6659
H 5.3103 0.5755 0.6987
H 5.6506 -1.7899 -0.2586
H 6.4404 -2.2022 1.2447
H 7.2146 -0.9338 0.1792
H 3.5043 -0.2292 1.6177
C -1.7352 -4.5006 4.1854
C -1.6883 -5.9498 3.9651
C -2.8875 -6.6595 4.7133
O -1.7788 -6.2840 2.6105
H -1.0152 -3.9843 3.5505
H -1.5185 -4.3204 5.2384
H -2.7048 -4.0276 4.0295
H -0.8374 -6.4246 4.4536
H -2.9840 -7.6942 4.3843
H -3.8074 -6.1927 4.3613
H -2.8363 -6.6911 5.8016
H -1.6710 -7.2279 2.4725
C -4.7273 -5.9331 0.7489
C -3.8202 -4.7887 0.3539
C -4.1898 -3.6485 1.2537
O -2.4180 -5.0689 0.3368
H -5.7908 -5.7466 0.5994
H -4.4783 -6.2599 1.7585
H -4.5032 -6.7780 0.0978
H -4.2218 -4.3963 -0.5804
H -5.2033 -3.3009 1.0536
H -3.5760 -2.7480 1.2333
H -4.0731 -3.9282 2.3008
H -2.0737 -5.0654 1.2329
C 6.7156 3.3624 -0.0302
C 5.3283 3.3590 0.5705
C 4.6993 4.7694 0.7981
O 4.4602 2.6942 -0.2841
H 6.7313 3.9298 -0.9607
H 7.0445 2.3546 -0.2834
H 7.4529 3.8846 0.5795
H 5.3220 2.7988 1.5055
H 4.1438 4.8202 1.7346
H 4.0694 5.0260 -0.0536
H 5.3516 5.6395 0.8738
H 4.0694 3.2931 -0.9245
C 4.6004 4.4064 -3.3820
C 3.1238 4.2990 -3.4244
C 2.6839 3.4769 -4.6157
O 2.7284 3.6318 -2.2654
H 5.1970 3.4959 -3.3245
H 4.7795 5.0614 -2.5294
H 4.9691 4.8829 -4.2903
H 2.6887 5.2959 -3.4968
H 1.6544 3.1484 -4.4734
H 3.4181 2.7074 -4.8538
H 2.6081 4.0726 -5.5254
H 2.2793 2.8329 -2.5513
C 0.6518 2.3546 0.6094
C 1.0729 0.8993 1.0582
C 0.0563 -0.1425 0.6867
O 2.2502 0.5901 0.2922
H 0.1017 2.3343 -0.3313
H 1.5128 3.0156 0.5104
H -0.0358 2.8275 1.3105
H 1.1865 0.9068 2.1422
H -0.8111 -0.1495 1.3467
H 0.5386 -1.1197 0.6638
H -0.3371 -0.0960 -0.3288
H 2.7933 1.3085 -0.0403
C 3.6011 -0.2543 -3.3109
C 2.3410 -1.0941 -3.0312
C 2.6345 -2.1963 -2.0773
O 1.3730 -0.2626 -2.4924
H 4.3795 -0.9270 -3.6711
H 3.9506 0.1487 -2.3604
H 3.5725 0.6077 -3.9774
H 2.0688 -1.4840 -4.0120
H 3.3042 -2.9409 -2.5078
H 1.7326 -2.7536 -1.8240
H 2.9266 -1.8774 -1.0768
H 1.4613 -0.3573 -1.5411
C -1.9543 -2.3599 -4.5139
C -3.0247 -1.7771 -3.5806
C -2.3467 -0.8561 -2.5066
C -3.3271 -0.0292 -1.6926
C -4.2069 0.7677 -2.6272
C -4.8274 -0.0071 -3.8086
N -3.8742 -0.9366 -4.4080
O -4.3559 -1.6201 -5.5274
C -6.2279 -0.6938 -3.4064
C -5.0929 1.1203 -4.7734
C -3.7269 -2.9830 -2.9184
H -1.6826 -1.6443 -5.2899
H -2.2497 -3.1625 -5.1897
H -1.0114 -2.4725 -3.9788
H -1.7939 -1.5297 -1.8518
H -1.7529 -0.1576 -3.0960
H -2.8506 0.5812 -0.9255
H -3.9978 -0.6145 -1.0634
H -3.5503 1.5932 -2.9018
H -4.9344 1.0722 -1.8748
H -7.0245 0.0498 -3.4300
H -6.5117 -1.3490 -4.2300
H -6.2803 -1.3346 -2.5262
H -5.3593 0.7212 -5.7521
H -5.8251 1.8287 -4.3860
H -4.1409 1.6447 -4.8562
H -4.4648 -3.5339 -3.5016
H -4.3040 -2.6234 -2.0665
H -3.0084 -3.6393 -2.4273
H -3.7328 -1.4256 -6.2314
C 0.7497 0.8847 -5.8030
C 0.1727 1.1046 -7.1562
C 1.0638 0.3508 -8.1726
C 0.5252 0.2358 -9.6047
C -0.8607 -0.4343 -9.4522
C -1.8596 0.3706 -8.5605
N -1.2149 0.6095 -7.3184
O -2.1128 1.0454 -6.2813
C -2.4372 1.7010 -9.3162
C -2.9931 -0.6054 -8.4070
C 0.3496 2.6081 -7.4322
H 0.2158 1.3415 -4.9697
H 1.8203 1.0766 -5.7317
H 0.7398 -0.2010 -5.7076
H 2.0080 0.8951 -8.1519
H 1.4556 -0.6122 -7.8452
H 1.1277 -0.4829 -10.1601
H 0.5940 1.1224 -10.2350
H -0.9043 -1.4531 -9.0673
H -1.2667 -0.4093 -10.4634
H -2.9581 2.1959 -8.4966
H -1.7091 2.1282 -10.0058
H -3.2729 1.3568 -9.9255
H -3.1803 -1.0951 -9.3626
H -2.7742 -1.3237 -7.6168
H -3.9715 -0.2788 -8.0547
H 1.3576 2.9349 -7.6874
H 0.0266 3.1912 -6.5698
H -0.2372 2.9363 -8.2902
H -2.1407 0.3215 -5.6514
C -5.8819 -1.2106 4.1895
C -4.7661 -0.2447 3.8346
C -5.1698 0.1929 2.3963
C -4.3103 1.3754 1.9437
C -4.3838 2.5664 2.8958
C -3.9773 2.1946 4.3345
N -4.7729 0.9797 4.6809
O -4.7114 0.5952 5.9904
C -2.4053 2.0689 4.4952
C -4.4534 3.3663 5.2022
C -3.4309 -1.0430 3.9990
H -6.8611 -0.7373 4.1174
H -5.9188 -1.5002 5.2396
H -5.8232 -2.1408 3.6244
H -5.1679 -0.6367 1.6893
H -6.2079 0.5214 2.4476
H -4.6254 1.7094 0.9551
H -3.3113 1.0117 1.7031
H -5.3487 3.0656 2.8069
H -3.6941 3.3599 2.6081
H -2.1559 1.4266 5.3397
H -1.9863 1.5922 3.6090
H -1.8829 3.0191 4.6062
H -4.0448 3.3005 6.2105
H -4.0483 4.2409 4.6931
H -5.5382 3.2843 5.1347
H -3.4083 -1.9861 3.4530
H -3.2765 -1.4061 5.0151
H -2.6172 -0.4802 3.5415
H -5.5142 0.9412 6.3872
C 4.9181 -5.0517 -0.3471
C 4.1025 -5.4504 0.8900
C 2.6276 -5.0128 0.6081
C 1.5684 -5.6266 1.5650
C 1.5557 -7.1348 1.3567
C 3.0231 -7.6802 1.7084
N 4.1197 -6.9034 0.9871
O 5.4014 -7.5086 1.1180
C 3.2419 -7.6334 3.2613
C 3.0780 -9.1164 1.1781
C 4.5608 -4.7042 2.1935
H 4.5240 -5.5045 -1.2569
H 5.9553 -5.2989 -0.1207
H 4.8249 -3.9660 -0.3744
H 2.4986 -3.9322 0.6690
H 2.3657 -5.2361 -0.4261
H 0.6153 -5.1508 1.3342
H 1.8103 -5.3297 2.5855
H 1.2514 -7.4430 0.3564
H 0.8463 -7.5308 2.0833
H 2.8731 -8.5804 3.6554
H 4.2610 -7.6956 3.6428
H 2.7175 -6.8481 3.8057
H 3.8495 -9.7161 1.6610
H 2.1623 -9.6459 1.4413
H 3.2074 -9.1697 0.0971
H 5.5875 -4.9413 2.4722
H 4.0279 -4.9909 3.1001
H 4.6744 -3.6211 2.1486
H 5.5443 -7.6106 2.0618
C -1.5357 3.5049 -3.4348
C -2.1426 4.5962 -2.5343
C -3.1379 3.8730 -1.5572
C -3.5430 4.6583 -0.3122
C -2.2322 5.1161 0.4752
C -1.2418 5.8578 -0.4474
N -1.0069 5.1481 -1.6923
O -0.0113 5.7991 -2.3605
C -1.8837 7.2330 -0.6766
C 0.0611 6.0777 0.4327
C -2.8843 5.6721 -3.3370
H -1.0625 2.6098 -3.0309
H -0.7191 3.8462 -4.0710
H -2.3173 3.1525 -4.1078
H -3.9833 3.6287 -2.2003
H -2.8223 2.8741 -1.2561
H -4.0876 3.9320 0.2911
H -4.2094 5.4903 -0.5398
H -1.7549 4.3132 1.0368
H -2.6218 5.7575 1.2657
H -1.7476 7.8312 0.2244
H -1.5172 7.6651 -1.6078
H -2.9555 7.3441 -0.8412
H 0.4778 5.0966 0.6604
H 0.7969 6.7409 -0.0224
H -0.1143 6.7149 1.2994
H -3.4660 6.3115 -2.6730
H -3.5180 5.1843 -4.0776
H -2.2215 6.3515 -3.8730
H 0.8010 5.3661 -2.0881
*
```